ORCA calculation (ωB97M-V/def2-TZVPD) on one molecule with the formula C19H26ClN3O2 in a non-equilibrium geometry.

Structure (XYZ):
```
51
Properties=species:S:1:pos:R:3:forces:R:3
C -3.976 3.403 0.736 -0.10 -0.23 0.06
C -4.289 1.935 0.478 0.10 0.25 -0.23
C -4.504 1.651 -1.005 -0.07 -0.31 0.27
C -4.767 0.165 -1.258 0.07 0.26 -0.09
N -3.702 -0.670 -0.729 0.02 -0.10 -0.11
C -4.148 -1.994 -0.329 -0.08 -0.01 0.23
C -4.808 -1.965 1.045 0.11 -0.09 -0.28
H -5.722 -1.376 1.036 -0.12 0.06 0.05
H -4.125 -1.526 1.767 0.07 0.04 0.10
H -5.054 -2.976 1.360 -0.09 -0.10 0.08
H -4.839 -2.430 -1.072 0.10 -0.01 -0.02
H -3.268 -2.638 -0.274 -0.09 -0.01 -0.04
C -2.539 -0.712 -1.602 0.08 0.09 0.30
C -1.325 -1.129 -0.842 0.03 -0.79 -0.66
C -0.597 -2.284 -0.848 -0.37 0.55 -0.16
C 0.426 -2.117 0.117 -0.02 0.55 0.41
C 0.245 -0.875 0.650 0.51 -0.75 0.22
O -0.812 -0.269 0.062 -0.13 0.39 0.14
C 1.030 -0.112 1.665 -0.09 -0.01 -0.21
N 2.158 0.582 1.065 -0.23 0.32 0.03
C 3.397 -0.003 1.059 -0.08 0.50 -0.19
O 3.662 -0.981 1.719 0.14 -0.43 0.17
N 4.296 0.680 0.265 -0.24 0.29 -0.20
C 5.650 0.417 0.068 0.35 -0.18 -0.01
C 6.306 -0.665 0.652 -0.15 -0.05 0.09
C 7.650 -0.876 0.410 0.13 0.19 -0.17
C 8.349 -0.011 -0.416 -0.17 0.01 0.04
C 7.712 1.069 -1.005 0.05 -0.11 0.07
C 6.369 1.278 -0.761 -0.09 -0.09 0.10
H 5.871 2.121 -1.221 -0.05 0.09 -0.05
H 8.261 1.739 -1.647 0.06 0.04 -0.05
Cl 10.032 -0.279 -0.718 0.23 -0.04 -0.04
H 8.154 -1.714 0.865 0.06 -0.07 0.03
H 5.756 -1.332 1.295 0.01 -0.02 0.01
H 3.958 1.505 -0.210 0.01 -0.17 0.14
H 1.928 1.262 0.358 0.10 -0.07 0.03
H 0.386 0.623 2.154 0.05 -0.13 0.06
H 1.450 -0.797 2.404 -0.17 0.12 -0.06
H 1.189 -2.818 0.384 0.21 -0.11 0.13
H -0.764 -3.143 -1.465 -0.13 -0.14 -0.17
H -2.679 -1.398 -2.457 0.06 0.10 0.05
H -2.376 0.295 -1.992 0.00 -0.07 -0.11
H -4.918 -0.009 -2.339 -0.06 -0.07 0.08
H -5.692 -0.109 -0.749 -0.04 -0.02 -0.05
H -5.358 2.222 -1.377 0.02 0.07 -0.08
H -3.625 1.979 -1.563 0.02 0.07 -0.09
H -5.186 1.651 1.033 -0.03 -0.10 0.07
H -3.467 1.311 0.831 -0.06 -0.04 0.07
H -3.831 3.583 1.799 0.03 0.11 0.09
H -4.791 4.036 0.390 -0.05 0.14 -0.02
H -3.070 3.699 0.212 0.10 0.08 -0.05
```
Positions in Å, forces in eV/Å.

As for the total charge: 0. The calculation puts the HOMO energy at -8.3 eV. Its SMILES is CCCCN(CC)Cc1ccc(CNC(=O)Nc2ccc(Cl)cc2)o1. The molar mass comes out at 363.9 g mol⁻¹. The value obtained for the total energy is -1514.55724 Ha. The value obtained for the energy above the lowest of the compared OMol25 structures with the same formula, charge and spin is 35.6 kcal/mol.